Record 1
Entry from the OMol25 dataset: a molecular structure, C61H58BrN4NaOP3 (wB97M-V/def2-TZVPD).

```
129
Properties=species:S:1:pos:R:3:forces:R:3:lowdin_charge:R:1
Na 0.216175 -0.011909 0.968086 -0.1 0.0 0.2 -0.055
Br 2.098803 -0.552987 3.453503 -0.1 0.0 -0.1 0.858
C 1.264142 0.915437 4.362402 0.0 0.0 0.0 -0.561
C 2.104190 1.645348 5.153428 0.0 0.0 0.0 -0.143
C 1.638823 2.828993 5.757750 0.0 -0.1 0.0 -0.078
C 0.371108 3.251928 5.496462 0.0 0.0 0.0 -0.037
C -0.493474 2.502154 4.662368 -0.1 0.1 0.1 -0.175
C -1.776461 3.024837 4.354680 0.1 0.0 0.0 -0.035
C -2.593980 2.354962 3.505580 0.0 -0.1 0.0 -0.076
C -2.191235 1.092744 2.995721 -0.1 0.0 0.1 -0.149
C -1.005381 0.463024 3.296536 0.3 0.4 -0.1 -0.212
C -0.093762 1.256403 4.096380 -0.1 0.0 0.0 -0.246
H 3.127440 1.326225 5.293579 0.0 0.0 0.0 0.095
H 2.298525 3.403023 6.393265 0.0 0.0 0.0 0.108
H 0.003916 4.181037 5.913586 0.0 0.0 0.0 0.115
H -2.069520 3.972389 4.788434 0.0 0.0 0.0 0.114
H -3.558355 2.763815 3.229826 0.0 0.0 0.0 0.097
H -2.908711 0.611799 2.334807 0.0 0.0 -0.1 0.072
C 1.290150 1.429326 -6.319018 0.0 0.0 0.0 -0.006
C 1.587575 2.349318 -5.124137 0.0 0.1 0.0 -0.429
C 2.180256 3.673328 -5.631863 0.0 0.0 0.0 -0.019
C 2.582124 1.654094 -4.208190 0.1 -0.1 0.0 -0.088
C 3.905063 1.454337 -4.601714 -0.1 0.0 0.0 -0.011
C 4.803510 0.748146 -3.822300 -0.1 0.0 0.0 -0.055
C 4.377814 0.182094 -2.630063 0.0 0.0 0.0 -0.072
C 3.068183 0.349358 -2.200004 0.1 0.0 -0.1 -0.284
P 2.387613 -0.534317 -0.761615 0.1 0.0 0.1 1.125
C 3.887170 -0.869315 0.226939 0.0 0.1 -0.1 -0.406
C 4.407174 -2.133588 0.462831 0.0 -0.1 0.0 -0.082
C 5.517069 -2.291867 1.285465 0.0 0.0 0.0 -0.074
C 6.121036 -1.188120 1.864967 0.0 0.0 0.0 -0.078
C 5.609129 0.083118 1.625876 0.0 -0.1 0.0 -0.081
C 4.494950 0.237623 0.822057 0.0 0.1 0.0 -0.136
C 1.946530 -2.155670 -1.481628 0.1 0.0 0.0 -0.366
C 1.281669 -3.062991 -0.656409 0.0 -0.1 0.0 -0.130
C 0.896858 -4.306076 -1.131919 0.0 0.0 0.0 -0.076
C 1.159654 -4.653417 -2.450762 0.0 0.0 0.0 -0.072
C 1.813624 -3.757390 -3.280084 0.0 0.0 0.0 -0.068
C 2.208565 -2.515568 -2.800006 0.0 0.0 0.0 -0.063
C 2.205592 1.115462 -2.986358 -0.1 0.1 0.0 -0.191
O 0.942019 1.276942 -2.479943 -0.1 0.0 0.1 -0.022
C 0.061818 2.132811 -3.102682 0.2 -0.1 0.1 -0.187
C -1.072641 2.456585 -2.355774 -0.1 0.0 0.0 -0.262
C -2.054114 3.224049 -2.965176 -0.1 0.0 0.0 -0.072
C -1.885269 3.684128 -4.264715 0.0 0.0 0.0 -0.055
C -0.713431 3.407188 -4.941518 0.0 0.0 0.0 -0.014
C 0.298021 2.631698 -4.371552 -0.1 0.0 0.0 -0.090
P -1.136484 1.965014 -0.592092 0.0 0.0 0.1 1.130
C -2.885027 2.308173 -0.192507 0.0 0.1 0.0 -0.388
C -3.333161 3.442894 0.473830 0.0 0.0 0.0 -0.099
C -4.687116 3.618211 0.731074 0.0 0.0 0.0 -0.083
C -5.604574 2.662750 0.323386 0.0 0.0 0.0 -0.077
C -5.163243 1.522604 -0.338224 0.0 0.0 0.0 -0.074
C -3.813248 1.343476 -0.589491 0.0 -0.1 0.0 -0.108
C -0.194883 3.338741 0.175454 0.0 0.0 0.0 -0.339
C 0.685009 3.048880 1.215430 0.1 -0.1 0.0 -0.090
C 1.382516 4.051588 1.873344 0.0 0.1 0.0 -0.062
C 1.224726 5.369223 1.473493 0.0 0.0 0.0 -0.066
C 0.382221 5.674311 0.411245 0.0 0.0 0.0 -0.065
C -0.318841 4.667523 -0.231236 -0.1 0.0 -0.1 -0.086
H 2.205040 1.212655 -6.871132 0.0 0.0 0.0 0.089
H 0.585303 1.906680 -6.999840 0.0 0.0 0.0 0.089
H 0.858234 0.484072 -5.987691 0.0 0.0 0.0 0.093
H 3.088988 3.499472 -6.205649 0.0 0.0 0.0 0.079
H 2.418632 4.338424 -4.802051 0.0 0.0 0.0 0.103
H 1.481996 4.185581 -6.291421 0.0 0.0 0.0 0.080
H 4.238608 1.855141 -5.549376 0.0 0.0 0.0 0.115
H 5.823974 0.618411 -4.152508 0.0 0.0 0.0 0.110
H 5.065642 -0.403441 -2.033486 0.0 0.0 0.0 0.113
H 3.956882 -3.004621 0.001767 0.0 0.0 0.0 0.103
H 5.916591 -3.281886 1.460644 0.0 0.0 0.0 0.106
H 6.988779 -1.313324 2.498081 0.0 0.0 0.0 0.106
H 6.075537 0.951358 2.071525 0.0 0.0 0.0 0.108
H 4.093933 1.232617 0.654101 0.0 0.0 0.0 0.110
H 1.064784 -2.799627 0.375892 0.0 0.0 0.0 0.069
H 0.386649 -5.001703 -0.479144 0.0 0.0 0.0 0.101
H 0.843977 -5.615144 -2.831595 0.0 0.0 0.0 0.111
H 2.015942 -4.021387 -4.309409 0.0 0.0 0.0 0.111
H 2.723519 -1.827069 -3.457906 0.0 0.0 0.0 0.104
H -2.956212 3.472752 -2.421177 0.0 0.0 0.0 0.108
H -2.658520 4.273664 -4.736371 0.0 0.0 0.0 0.110
H -0.580901 3.794575 -5.942938 0.0 0.0 0.0 0.115
H -2.629231 4.191442 0.811006 0.0 0.0 0.0 0.101
H -5.022509 4.506063 1.251011 0.0 0.0 0.0 0.109
H -6.659254 2.804747 0.517585 0.0 0.0 0.0 0.105
H -5.873653 0.772981 -0.661347 0.0 0.0 0.0 0.106
H -3.473225 0.450606 -1.104239 0.0 0.0 0.0 0.086
H 0.869507 2.028312 1.538811 -0.1 0.2 0.0 0.064
H 2.043051 3.798513 2.692517 0.0 0.0 0.0 0.106
H 1.766083 6.158275 1.978914 0.0 0.0 0.0 0.108
H 0.272010 6.699943 0.085808 0.0 0.0 0.0 0.108
H -0.971355 4.915878 -1.060461 0.0 0.0 0.0 0.109
C -2.986794 -3.048652 4.778119 0.0 0.0 0.1 -0.111
N -1.500646 -3.264787 5.076135 0.0 0.0 0.1 -0.069
C -1.114046 -4.664107 4.566155 0.0 0.1 0.1 -0.121
N -1.416406 -4.798650 3.193454 0.0 0.1 0.0 -0.142
C -2.836697 -4.559846 2.970651 -0.1 0.0 0.0 -0.162
N -3.257626 -3.231546 3.402289 0.0 0.0 0.0 -0.142
C -2.715415 -2.139902 2.580653 0.0 0.1 0.1 -0.280
P -0.855328 -1.945582 2.673972 -0.2 -0.7 -0.6 0.934
C -0.651983 -2.160459 4.506369 0.0 0.0 0.3 -0.277
C -0.615844 -3.844565 2.393993 0.0 0.0 0.0 -0.306
H -3.227763 -2.037851 5.109290 0.0 0.0 0.0 0.149
H -3.516626 -3.786431 5.384466 0.0 0.0 0.0 0.143
H -1.376256 -3.253119 6.088803 0.0 0.0 0.0 0.177
H -1.689072 -5.362039 5.178002 0.0 0.0 0.0 0.142
H -0.046842 -4.773203 4.761555 0.0 0.0 0.0 0.143
H -3.417154 -5.303569 3.522278 0.0 0.0 0.0 0.136
H -3.050573 -4.666660 1.908134 0.0 0.0 0.0 0.130
H -3.218884 -1.225453 2.880281 0.0 0.1 0.0 0.070
H -2.992730 -2.336109 1.542639 0.0 0.0 0.0 0.083
H -0.932976 -1.250493 5.036234 0.1 0.0 -0.1 0.094
H 0.386430 -2.401459 4.737798 0.0 0.0 0.0 0.063
H 0.444798 -4.067855 2.559992 0.0 0.0 0.0 0.089
H -0.818633 -4.048472 1.339072 0.0 0.0 0.0 0.064
N -1.623986 -1.374083 -1.466451 -0.1 0.0 0.0 0.114
C -1.907343 -2.494877 -2.259207 0.1 0.0 0.0 -0.323
C -1.492243 -2.535073 -3.587044 -0.1 -0.1 0.0 -0.044
C -1.788079 -3.635732 -4.373186 0.0 0.0 0.0 -0.088
C -2.497094 -4.710413 -3.853541 0.0 0.0 0.0 -0.101
C -2.920081 -4.663330 -2.533162 0.0 0.0 0.0 -0.090
C -2.632565 -3.563943 -1.739936 0.0 0.0 -0.1 -0.051
H -0.793261 -0.871409 -1.751681 0.0 0.0 0.0 0.053
H -1.602770 -1.588028 -0.478329 0.0 0.0 0.0 0.054
H -0.930406 -1.703892 -3.995590 0.0 0.0 0.0 0.111
H -1.459842 -3.653685 -5.404096 0.0 0.0 0.0 0.106
H -2.724571 -5.567077 -4.471760 0.0 0.0 0.0 0.100
H -3.484692 -5.487279 -2.116396 0.0 0.0 0.0 0.103
H -2.972675 -3.528211 -0.710619 0.0 0.0 0.0 0.090
```
Positions in Å, forces in eV/Å.

As for the total charge: +1. The value obtained for the highest occupied orbital energy is -9.00 eV. The calculation puts the frontier orbital gap at 6.8 eV.

Record 2
Entry from the OMol25 dataset: 2 unconnected molecules or ions with the total composition C4H6N2 in a non-equilibrium geometry (wB97M-V/def2-TZVPD).

```
12
Properties=species:S:1:pos:R:3:forces:R:3:lowdin_charge:R:1
C -0.789515 1.980638 0.869760 0.6 -0.1 -0.6 -0.108
C -0.040829 -0.383860 0.010890 -0.8 0.3 1.2 -0.118
C -0.704075 -0.446264 -1.274998 -1.8 0.6 -0.7 -0.176
C 1.296455 -0.909394 0.297127 2.4 -0.3 -1.8 -0.161
N -0.495238 2.032614 2.229784 -0.1 0.0 -0.1 0.036
N -1.710147 1.968839 1.892110 -0.4 -0.1 0.5 0.026
H -0.561020 0.539640 -1.745928 0.2 0.4 0.5 0.094
H -0.418007 -1.058759 -2.094508 1.0 -1.3 -0.5 0.048
H -1.854018 -0.490265 -1.310012 1.5 0.1 0.8 0.106
H 1.906709 -1.313758 -0.578071 -0.8 0.3 0.4 0.078
H 2.026434 -0.157820 0.713407 -1.2 -0.3 0.1 0.093
H 1.343252 -1.761611 0.990438 -0.7 0.4 0.2 0.083
```
Positions in Å, forces in eV/Å.

For the energy above the lowest of the compared OMol25 structures with the same formula, charge and spin, the calculation gives 833.27 kJ/mol. The value obtained for the highest occupied orbital energy (alpha / beta) is -7.89 / -7.97 eV. The calculation puts the frontier orbital gap (alpha / beta) at 7.7 / 7.7 eV.